(1)
A cluster of 4 separate species, H13N4 in total in a non-equilibrium geometry. Source: the Open Molecules 2025 dataset; level of theory: ωB97M-V/def2-TZVPD.

ORCA input file:
```
! wB97M-V def2-TZVPD RIJCOSX def2/J DEFGRID3
* xyz 2 2
N -1.8770 -0.4276 -1.3820
N 1.1074 2.4333 -0.9675
N -0.2630 -1.4524 2.3720
N 1.1048 -0.5302 -0.0256
H 0.8554 -0.6615 0.9822
H 1.2340 2.2284 -1.9518
H 0.2402 -0.7875 -0.5307
H -0.7988 -0.6091 2.4901
H 1.3225 0.4181 -0.3690
H -2.3416 -1.1915 -0.9039
H 0.2985 2.9523 -0.6419
H 1.9624 2.7825 -0.5141
H 0.4487 -1.3801 3.0882
H -2.5478 0.3452 -1.4553
H -0.8694 -2.2432 2.5754
H -1.6363 -0.6702 -2.3483
H 1.7600 -1.2064 -0.4176
*
```

Values from the calculation:
⟨S²⟩	0.7617
energy above the lowest of the compared OMol25 structures with the same formula, charge and spin	3.48	kcal/mol
gap between HOMO and LUMO (spin up / spin down)	10.86 / 3.71	eV
E_tot	-226.0808	Eh
LUMO level (spin up / spin down)	-0.2708 / -0.5295	hartree

=====

(2)
A cluster of 6 separate species, H13NO5 in total in a non-equilibrium geometry. Source: the Open Molecules 2025 dataset; level of theory: ωB97M-V/def2-TZVPD.

ORCA input file:
```
! wB97M-V def2-TZVPD RIJCOSX def2/J DEFGRID3
* xyz 0 1
O 1.6298 -0.7502 1.6876
O -0.9435 -3.1452 -0.2454
O -0.4101 1.5686 0.8452
O 2.5261 2.3022 1.9633
O -2.8291 -0.7179 -1.4630
N -0.1362 0.3270 -1.7011
H 1.7911 -1.5195 2.2730
H 0.4496 -0.4618 -1.4402
H 2.0452 -0.0192 2.1558
H -1.9442 -0.3301 -1.5094
H -2.8255 -1.1832 -2.2934
H 0.0248 0.3800 -2.7022
H -1.8338 -2.8971 -0.5317
H -1.2344 1.9468 1.1557
H 1.6360 2.3492 1.5959
H -0.6424 1.0443 0.0733
H -0.6381 -2.3796 0.2536
H 3.0917 2.3118 1.1810
H 0.2429 1.1740 -1.2979
*
```

Values from the calculation:
energy above the lowest of the compared OMol25 structures with the same formula, charge and spin	21.52	kcal/mol
SMILES	N.O.O.O.O.O
gap between HOMO and LUMO	11.53	eV
E_tot	-438.7480	Eh
LUMO level	0.0148	hartree

=====

(3)
A cluster of 7 separate species, H13O7 in total in a non-equilibrium geometry. Source: the Open Molecules 2025 dataset; level of theory: ωB97M-V/def2-TZVPD.

ORCA input file:
```
! wB97M-V def2-TZVPD RIJCOSX def2/J DEFGRID3
* xyz -1 1
O -0.0545 1.0491 2.6041
O -0.9635 1.5041 -2.0109
O 0.7635 -1.5339 -2.0609
O 2.0045 1.1971 0.0831
O -0.2455 -0.0559 -0.0789
O 1.5215 -1.9719 0.8561
O -3.0445 -0.0029 0.1921
H -0.5655 -0.7539 0.4501
H 0.5295 -0.9469 -1.3899
H -0.8045 0.7361 -1.2809
H 1.0325 0.5191 0.1061
H 1.9015 2.0211 -0.3799
H -0.1705 0.6891 1.7621
H 1.4195 -2.0249 -1.5399
H -2.2646 0.0541 -0.0809
H 1.3245 -2.4749 1.6871
H -3.2305 -0.5809 -0.5389
H 0.9365 -1.1759 0.6481
H 0.6905 1.4601 2.5641
H -0.7795 2.2921 -1.5929
*
```

Values from the calculation:
energy above the lowest of the compared OMol25 structures with the same formula, charge and spin	69.98	kcal/mol
gap between HOMO and LUMO	9.89	eV
E_tot	-534.4559	Eh
LUMO level	0.1322	hartree

=====

(4)
A structure of composition H14Li4O11S in a non-equilibrium geometry. Source: the Open Molecules 2025 dataset; level of theory: ωB97M-V/def2-TZVPD.

ORCA input file:
```
! wB97M-V def2-TZVPD RIJCOSX def2/J DEFGRID3
* xyz 2 1
S -0.7109 0.3774 -0.3633
O -1.9638 -0.1839 0.1101
O 2.1316 -1.8903 -2.0744
O -0.8772 1.6661 -1.0576
O -0.1752 -0.4806 -1.4191
O -3.1895 -2.4322 -0.6607
O 2.3204 1.1896 -1.7193
O 2.2510 0.5368 2.2827
O 0.2001 0.5135 0.7151
O -0.9478 2.5001 2.1313
O -1.7798 -0.5441 2.8313
O 2.3210 -1.7378 0.7710
Li 0.6516 2.1986 -2.3194
Li -3.5893 -0.1326 -1.0345
Li -2.1314 2.9638 -1.6164
Li -0.9320 -0.7425 -3.2063
H 1.4843 -1.3444 0.5229
H -0.3980 1.8495 1.6831
H 1.4035 -1.3785 -1.7219
H -1.7749 2.0447 2.3004
H 1.9405 0.3366 -1.4956
H -0.9317 -0.4275 2.4007
H -3.0239 -2.3538 -1.6031
H 2.8786 1.0205 1.7422
H 3.0159 1.3195 -1.0702
H 1.4751 0.4321 1.7208
H -2.4195 -0.2174 2.1990
H -2.5593 -1.8333 -0.2495
H 2.6220 -1.2103 1.5203
H 2.7087 -2.0397 -1.3196
*
```

Values from the calculation:
energy above the lowest of the compared OMol25 structures with the same formula, charge and spin	40.34	kcal/mol
gap between HOMO and LUMO	6.10	eV
E_tot	-1263.9146	Eh
LUMO level	-0.3678	hartree

=====

(5)
A cluster of 8 separate species, H14NO10 in total in a non-equilibrium geometry. Source: the Open Molecules 2025 dataset; level of theory: ωB97M-V/def2-TZVPD.

ORCA input file:
```
! wB97M-V def2-TZVPD RIJCOSX def2/J DEFGRID3
* xyz -1 1
O 0.5397 2.9288 -2.3396
O -1.5213 -0.0602 1.2674
O -1.4563 -0.5222 -3.1936
O 1.2557 0.1018 0.5464
O 2.0867 2.9188 0.9664
O 0.4177 -1.5162 -0.4046
O -0.7083 2.6408 0.7514
O 0.6047 0.2988 -1.4646
O -1.2933 -3.8712 -0.2596
O 0.7177 -2.2262 2.9224
N 1.0067 -0.4572 -0.5436
H 2.1947 2.8928 1.9194
H -2.1163 -0.9762 -2.6626
H -1.5623 -0.2112 2.2284
H 0.7797 2.0668 -1.9976
H 0.8317 -2.0822 1.9704
H -0.6873 -0.5182 1.1194
H -0.7313 -0.3792 -2.5406
H -0.2403 3.1268 -1.8006
H -0.6393 -3.2132 -0.5036
H -1.4413 -4.3012 -1.0836
H 2.2417 1.9848 0.6854
H -0.7933 1.6628 0.8644
H 0.2937 -3.0692 2.8914
H 0.2197 2.7798 0.6614
*
```

Values from the calculation:
energy above the lowest of the compared OMol25 structures with the same formula, charge and spin	30.97	kcal/mol
gap between HOMO and LUMO	9.65	eV
E_tot	-815.5080	Eh
LUMO level	0.1101	hartree

=====

(6)
A cluster of 6 separate species, H14NO5 in total in a non-equilibrium geometry. Source: the Open Molecules 2025 dataset; level of theory: ωB97M-V/def2-TZVPD.

ORCA input file:
```
! wB97M-V def2-TZVPD RIJCOSX def2/J DEFGRID3
* xyz 1 1
O -1.7155 -0.6377 -2.1249
O 1.2047 3.4784 1.0402
O 1.4803 -1.8114 0.7239
O 3.0386 -0.9566 3.1166
O -4.3627 -0.6381 -2.0744
N 0.3310 0.4883 -0.5746
H 2.7489 -1.3994 3.9197
H -2.6400 -0.4869 -2.2155
H -5.2003 -0.7868 -1.8077
H -4.6125 -0.5150 -3.0599
H 0.4367 3.9530 1.3747
H 1.9950 -1.6639 1.5303
H 0.7943 0.8415 -1.4528
H 1.0262 -0.1891 -0.3025
H -0.5422 0.0094 -0.7894
H 0.1765 1.3127 0.0058
H 1.8632 -2.6461 0.4086
H 1.8256 3.5238 1.7665
H -1.6688 -1.3457 -2.7496
H 3.8209 -0.5305 3.2649
*
```

Values from the calculation:
energy above the lowest of the compared OMol25 structures with the same formula, charge and spin	30.31	kcal/mol
gap between HOMO and LUMO	12.33	eV
E_tot	-439.1216	Eh
LUMO level	-0.0983	hartree

=====

(7)
A structure of composition H14NiO27S5Zn3 in a non-equilibrium geometry. Source: the Open Molecules 2025 dataset; level of theory: ωB97M-V/def2-TZVPD.

ORCA input file:
```
! wB97M-V def2-TZVPD RIJCOSX def2/J DEFGRID3
* xyz -1 4
Zn 2.3619 -1.1429 0.7084
Zn -2.5107 -0.5295 1.6913
Zn -2.2243 2.3115 -1.5985
Ni -0.9721 -2.3129 -2.1227
S -3.6553 -0.6797 -1.2418
S 3.8144 -1.3701 -2.2581
S -0.4787 -2.8831 1.0448
S -0.0753 0.4204 -0.3735
S -3.4200 2.7343 1.4216
O -0.3915 1.6904 -1.0235
O -0.9459 0.2784 0.7564
O 1.6530 3.4046 -1.1331
O -2.9630 -1.7956 -1.9524
O -5.0464 -0.5767 -1.6688
O -1.5356 -2.1728 1.7287
O 1.6580 -0.3881 2.5009
O 1.3357 0.3582 0.0020
O 0.7209 0.3492 -3.7463
O 1.0109 -2.8506 -2.4431
O -0.9547 -3.1262 -0.2979
O 3.2080 -0.3043 -3.1069
O -2.8620 2.9087 0.1018
O -2.9497 3.7082 2.3857
O -4.8692 2.8208 1.1375
O -3.0927 1.3522 1.7858
O 3.8218 -2.6048 -3.0109
O -0.3850 3.3190 2.2041
O -1.3643 -0.1404 3.5207
O 2.9912 -1.5106 -1.0659
O 5.2107 -1.0167 -1.9819
O -0.3998 -0.6267 -1.3522
O 0.7460 -2.1487 0.8016
O -3.5375 -0.8351 0.2088
O 4.0420 -0.0008 1.1485
O -0.2233 -4.1911 1.7019
O -2.9771 0.5364 -1.4568
H -0.6476 0.4938 3.5409
H -1.1098 -0.8104 4.1552
H 1.4471 0.3919 3.0142
H 2.4689 3.0542 -0.7756
H 1.5347 -3.2102 -3.1590
H -1.2710 3.5556 2.4785
H 1.0106 2.7093 -0.9913
H 4.9756 -0.0809 1.3443
H 1.0503 0.1760 -2.8644
H 1.6167 -2.2862 -1.9626
H -0.4999 2.5271 1.6788
H -0.1848 0.6290 -3.6136
H 1.0339 -1.0489 2.8011
H 3.8349 0.9144 1.3375
*
```

Values from the calculation:
⟨S²⟩	3.7678
gap between HOMO and LUMO (spin up / spin down)	5.87 / 3.62	eV
E_tot	-10877.3515	Eh
LUMO level (spin up / spin down)	0.0063 / -0.0761	hartree

=====

(8)
A cluster of 7 separate species, H14O6S in total in a non-equilibrium geometry. Source: the Open Molecules 2025 dataset; level of theory: ωB97M-V/def2-TZVPD.

ORCA input file:
```
! wB97M-V def2-TZVPD RIJCOSX def2/J DEFGRID3
* xyz 0 1
S -4.6329 4.3485 -3.5335
O 4.5312 0.0260 -1.3696
O -0.3163 -1.0449 -1.2870
O -0.0043 -2.7097 1.1117
O 0.4708 -1.7599 3.8106
O -2.1697 1.1179 -0.6265
O 0.9247 0.8472 1.6509
H -2.5791 0.8090 0.1847
H 4.9604 -0.0130 -0.5083
H -1.5588 0.4278 -0.9141
H 0.9974 0.4497 0.7694
H -0.2889 -3.4911 1.6046
H 4.5297 -0.8898 -1.6770
H -3.3441 4.4244 -3.9027
H -0.3615 -1.8475 -0.7433
H 1.0641 -1.6717 4.5573
H 0.5836 -1.0724 3.1513
H -4.2964 4.6300 -2.2714
H 0.8762 -2.9060 0.7786
H 0.6425 1.7243 1.3557
H -0.0287 -1.3987 -2.1414
*
```

Values from the calculation:
energy above the lowest of the compared OMol25 structures with the same formula, charge and spin	25.98	kcal/mol
SMILES	O.O.O.O.O.O.S
gap between HOMO and LUMO	9.58	eV
E_tot	-857.9976	Eh
LUMO level	0.0046	hartree

=====

- Among the records above, which one has the lowest E_tot?
  H14NiO27S5Zn3